22
Properties=species:S:1:pos:R:3:lowdin_charge:R:1 method="wB97M-V/def2-TZVPD" homo_lumo_gap_ha=0.3406 de_lowest_kcal_mol=45.68 lumo_energy_ev=1.16 total_charge=0 largest_force_ha_per_bohr=0.0877
H -0.63 -0.57 -0.90 0.10
H 3.16 1.07 -1.66 0.08
H 2.61 1.46 -0.11 0.07
N -2.97 -1.56 2.63 0.01
H -0.38 1.26 -0.91 0.10
H -3.61 -2.22 2.15 0.08
C 2.23 1.35 -1.14 -0.08
H 0.66 -0.45 1.29 0.12
H 1.75 -0.72 -3.07 0.05
C -0.09 0.32 0.97 -0.24
H -2.17 0.69 1.05 0.11
H 1.01 0.64 -3.29 0.10
H -3.41 -0.82 3.13 0.05
N 1.02 -0.19 -2.60 -0.02
H 1.71 2.24 -1.42 0.08
C 1.42 0.07 -1.18 -0.43
H 1.82 -0.84 -0.76 0.13
C -1.44 -0.01 1.46 -0.16
H 0.24 1.34 1.30 0.12
H -1.13 -2.09 1.78 0.10
C -1.79 -1.24 1.86 -0.20
C -0.03 0.28 -0.59 -0.18



28
Properties=species:S:1:pos:R:3:mulliken_spin:R:1 method="wB97M-V/def2-TZVPD" multiplicity=3 homo_lumo_gap_ha="0.2951 / 0.2627" de_lowest_kcal_mol=6.08 s_squared=2.005 lumo_energy_ev="0.24 / -0.66" total_charge=0 largest_force_ha_per_bohr=0.0122
C 2.58 -0.63 0.06 0.00
C -2.84 1.49 2.67 0.00
Pt -0.12 -1.07 -1.40 1.51
N 1.22 -0.38 0.08 0.11
H 0.27 -1.00 -5.31 0.00
C -0.02 -2.49 -3.95 0.00
H -0.61 0.41 -3.62 -0.01
C -1.50 0.56 0.86 0.06
C -0.51 1.12 3.02 0.00
N 2.08 0.31 1.95 0.00
H 2.15 0.71 2.87 0.00
N 0.22 -0.14 -3.43 0.13
H -3.80 1.82 3.03 0.00
C -0.37 0.63 1.71 -0.08
H 4.13 -0.23 1.58 0.00
H 0.35 1.17 3.68 0.00
N 0.39 -1.20 -4.33 0.00
H 3.04 -1.10 -0.79 0.00
C -2.73 1.01 1.39 0.01
C 0.93 0.19 1.24 0.00
O -0.16 -3.34 -4.80 0.02
H -3.59 0.95 0.73 0.00
H 1.04 0.46 -3.44 -0.01
C 3.12 -0.21 1.22 0.01
O -0.26 -2.64 -2.67 0.09
C -1.72 1.55 3.51 0.00
H -1.80 1.93 4.52 0.00
O -1.49 0.13 -0.37 0.15



12
Properties=species:S:1:pos:R:3:lowdin_charge:R:1 method="wB97M-V/def2-TZVPD" homo_lumo_gap_ha=0.3620 de_lowest_kcal_mol=84.09 lumo_energy_ev=0.72 total_charge=0 largest_force_ha_per_bohr=0.0603
H -1.75 0.18 0.76 0.13
O 1.14 -0.77 0.33 -0.09
H 2.23 1.02 0.10 0.12
C -1.46 -1.03 0.42 -0.13
C 0.02 0.86 -0.44 -0.14
H -0.02 1.56 -1.28 0.11
O -1.96 -2.05 0.79 0.07
C 1.25 0.67 0.46 -0.15
H -0.92 1.06 0.23 0.07
H 1.11 0.99 1.50 0.12
C 0.01 -0.64 -0.53 -0.24
H 0.06 -1.25 -1.44 0.14



98
Properties=species:S:1:pos:R:3:mulliken_spin:R:1 method="wB97M-V/def2-TZVPD" multiplicity=4 homo_lumo_gap_ha="0.2064 / 0.2062" de_lowest_kcal_mol=18.10 s_squared=3.788 lumo_energy_ev="1.54 / 1.53" total_charge=-1 largest_force_ha_per_bohr=0.0055
H -2.66 -5.87 6.26 0.00
C -2.80 5.47 -1.12 0.01
O 1.13 -1.65 -3.82 0.01
H -0.36 3.43 -3.98 0.00
C 2.05 -4.22 -0.38 0.00
H -3.79 4.65 1.49 0.00
C -3.67 1.91 -0.50 0.02
S -4.25 6.07 -1.89 0.00
H -0.69 2.47 -5.43 0.01
C 2.35 2.55 -0.87 0.02
O 3.11 3.12 -0.15 0.01
C -2.63 -5.49 5.24 0.00
H -6.51 2.88 1.07 0.00
C -3.26 -4.30 4.92 0.00
C 0.71 -0.29 1.72 0.00
O -1.10 1.58 -3.59 -0.04
C -0.63 -4.14 0.38 0.00
C -4.22 5.07 -3.28 0.00
C 5.76 -0.63 -0.51 0.00
H -1.05 -4.77 -1.63 0.00
H 1.80 2.70 -4.87 0.00
C 1.70 -3.85 0.92 0.00
C -0.28 -4.53 -0.91 0.00
S -5.35 5.08 -4.48 0.00
H -1.78 -1.79 2.03 0.00
Cr -0.06 1.45 -1.70 3.16
H -0.82 -1.69 -0.35 0.01
S -2.35 6.25 0.39 0.00
C -3.65 1.20 1.79 0.00
F 9.07 -2.05 0.19 0.00
C -5.54 2.42 0.92 0.00
F 7.72 0.94 -3.18 0.00
H -5.38 1.72 2.94 0.00
H 0.11 -3.49 2.30 0.00
C -2.53 -4.50 2.63 0.00
H -2.40 -1.29 -0.95 0.00
H 2.98 0.20 -3.72 0.00
C 1.11 -0.71 -3.07 0.01
C -1.77 -1.23 -0.06 0.00
C 7.43 0.18 -2.11 0.00
C 1.06 -4.58 -1.28 0.00
O 0.09 -0.40 -2.28 -0.07
H -3.20 1.97 -1.47 0.01
F 5.22 0.88 -2.27 0.00
H 3.08 -4.19 -0.68 0.00
H -1.08 0.67 -3.91 0.01
C 1.62 -0.22 2.76 0.00
C 0.37 -3.81 1.29 0.00
H 3.47 2.63 -2.72 0.00
C 2.22 0.32 -2.95 0.00
C -4.92 2.49 -0.33 0.00
C 6.14 0.13 -1.62 0.00
P -1.40 0.55 0.17 -0.01
C -4.90 1.78 1.97 0.00
C -2.38 -1.94 1.14 0.00
H -2.51 5.31 2.55 0.00
C 0.41 1.63 3.70 0.00
H 1.33 -4.85 -2.30 0.00
As -2.52 -3.88 0.77 0.00
H -5.41 2.99 -1.15 0.00
C 8.10 -1.33 -0.41 0.00
H 2.47 -0.90 2.75 0.00
S -0.68 3.73 -1.12 -0.03
F 6.58 -2.14 1.12 0.00
C -0.51 1.56 2.66 0.00
C 6.81 -1.36 0.06 0.00
C -0.37 0.60 1.66 -0.02
C 2.43 2.70 -2.39 0.02
H -1.45 -7.12 4.49 0.00
H -3.16 0.70 2.62 0.00
S -2.87 4.00 -3.27 0.00
C -0.28 2.44 -4.42 -0.01
C -3.02 1.28 0.55 -0.03
H -3.39 -1.57 1.34 0.00
H 1.24 1.04 -4.99 0.00
C 8.42 -0.55 -1.51 0.00
C -2.14 4.46 -1.74 0.01
C -1.90 -5.70 2.96 0.00
H -1.35 -6.24 2.20 0.00
C -3.21 -3.81 3.62 0.00
H -1.32 2.27 2.62 0.00
H 2.47 -3.53 1.61 0.00
C -1.95 -6.19 4.25 0.00
C -2.74 4.92 1.55 0.00
C 1.15 1.96 -4.41 0.02
O 1.33 1.79 -0.48 -0.09
H -3.71 -2.87 3.39 0.00
F 9.68 -0.51 -1.97 0.00
H 2.19 0.80 4.55 0.00
C 1.47 0.74 3.75 0.00
H 2.67 0.15 -1.96 0.01
H -3.79 -3.74 5.69 0.00
H -2.10 4.07 1.34 0.01
H 0.87 -1.02 0.93 0.00
N 1.58 1.66 -3.02 -0.05
H 0.29 2.38 4.46 0.00
H 2.03 3.68 -2.64 0.00
Se 4.00 -0.65 0.17 0.00



48
Properties=species:S:1:pos:R:3:lowdin_charge:R:1 method="wB97M-V/def2-TZVPD" homo_lumo_gap_ha=0.3576 de_lowest_kcal_mol=21.89 lumo_energy_ev=0.46 total_charge=0 largest_force_ha_per_bohr=0.0279
H 3.51 -0.20 0.57 0.11
N -2.74 -4.24 1.44 -0.04
C 0.28 -1.31 2.36 -0.21
C 0.80 -0.04 2.57 -0.05
H -2.19 1.73 1.15 0.12
C 2.15 2.23 -1.29 -0.02
H -1.46 -1.84 -0.81 0.12
N -1.84 -2.53 2.26 -0.07
H -3.88 -0.71 0.28 0.14
C 1.17 1.72 -2.13 -0.12
C 3.61 2.33 -3.17 -0.16
N -1.88 -3.86 2.29 0.04
H 0.13 1.64 0.42 0.09
C 1.96 0.35 1.94 -0.10
H 2.37 1.33 2.12 0.11
N -1.82 -0.14 0.32 -0.15
H -1.98 1.35 -2.51 0.08
C -3.00 -0.72 0.94 -0.12
H 0.60 -0.52 -0.86 0.11
H 4.17 2.94 -1.18 0.10
C -1.53 -0.76 -0.96 -0.16
H 1.96 2.38 -0.24 0.10
C -0.96 -1.76 3.09 -0.08
H 2.60 -2.46 0.19 0.11
H -2.36 -0.59 -1.68 0.13
H -0.04 -0.70 -2.50 0.13
H -3.23 -0.15 1.85 0.13
O -1.10 1.71 -2.70 0.01
C 0.94 -2.18 1.51 -0.04
H -0.69 -2.41 3.93 0.14
N 2.68 1.86 -3.98 0.07
C -0.22 -0.24 -1.53 -0.07
H -2.77 1.57 -0.52 0.13
C 2.61 -0.52 1.08 -0.09
C -0.22 1.29 -1.68 -0.47
C 1.50 1.56 -3.47 -0.09
H 0.29 0.64 3.24 0.11
C -2.73 -2.13 1.32 -0.30
C -1.95 1.30 0.17 -0.17
H 0.77 1.19 -4.18 0.12
H -0.71 2.97 -0.41 0.14
N -3.29 -3.21 0.81 0.07
H 4.57 2.55 -3.62 0.10
C 2.10 -1.78 0.86 -0.08
C 3.39 2.54 -1.82 -0.06
H -1.51 -0.89 3.48 0.13
C -0.63 1.89 -0.32 -0.09
H 0.55 -3.18 1.35 0.11



12
Properties=species:S:1:pos:R:3:lowdin_charge:R:1 method="wB97M-V/def2-TZVPD" homo_lumo_gap_ha=0.3610 de_lowest_kcal_mol=83.08 lumo_energy_ev=1.02 total_charge=0 largest_force_ha_per_bohr=0.0337
O 0.63 1.19 0.78 -0.02
H 1.93 -0.47 1.08 0.16
H 0.76 -0.94 -1.43 0.15
C 0.89 -0.29 0.84 -0.32
H -1.66 0.39 0.21 0.10
H 0.25 1.94 -1.19 0.14
H -1.65 -0.46 -1.41 0.09
C 0.40 -0.36 -0.60 -0.20
C 0.21 1.07 -0.55 -0.20
O 0.07 -0.98 1.68 0.03
H -0.76 -1.04 1.15 0.09
C -1.07 -0.05 -0.57 -0.02



19
Properties=species:S:1:pos:R:3:lowdin_charge:R:1 method="wB97M-V/def2-TZVPD" homo_lumo_gap_ha=0.3208 de_lowest_kcal_mol=218.94 lumo_energy_ev=0.80 total_charge=0 largest_force_ha_per_bohr=0.1078
C 0.83 1.82 0.40 -0.17
C 0.23 0.51 0.01 -0.46
H 0.46 -1.79 0.08 0.16
H 0.23 2.28 1.28 0.13
H 1.87 0.47 1.92 0.16
H 1.32 -0.25 -1.42 0.04
N -1.64 -2.12 -0.48 -0.01
H -1.09 0.82 1.42 0.12
H 0.10 0.28 -2.53 0.19
C 0.31 -0.13 -1.30 -0.12
C -0.70 -0.11 0.93 -0.17
H 2.51 0.43 0.14 0.08
H -0.19 -0.58 1.68 0.09
H -2.20 -0.15 -0.63 0.14
H 0.88 2.67 -0.35 0.13
H -2.71 -2.56 -1.10 0.25
C 1.68 0.73 0.74 -0.09
C -1.57 -0.83 -0.04 -0.32
C -0.31 -1.49 -0.75 -0.17